# 1
A 2-piece molecular cluster, C10H13O2 overall, computed with wB97M-V/def2-TZVPD.

Geometry as ORCA input:
```
! RIJCOSX wB97M-V def2-TZVPD def2/J DEFGRID3
* xyz -1 1
C -0.61494 -1.89795 2.01821
C -0.20276 -2.21552 3.44579
C -1.30393 -3.13383 1.35786
O -0.52680 -4.07684 1.05765
O -2.54058 -3.07116 1.18737
H -1.39249 -1.12272 1.97664
H 0.23798 -1.68741 1.38036
H 0.45468 -3.07868 3.46453
H -1.09289 -2.37969 4.04910
H 0.30982 -1.35337 3.88969
C 2.11400 3.08559 -1.60668
C -1.10059 0.19682 -1.62596
C 0.20394 -0.20435 -1.88220
C -1.34983 1.50110 -1.24344
C 1.19851 0.77166 -1.90425
C -0.33485 2.46104 -1.25803
C 0.97794 2.09514 -1.53378
H -1.85828 -0.57891 -1.56786
H 0.49763 -1.23121 -2.03965
H -2.32648 1.85400 -0.93988
H 2.17848 0.49139 -2.30257
H -0.64666 3.47376 -1.00738
H 1.74773 4.01951 -2.04396
H 2.90000 2.70875 -2.24872
H 2.47035 3.37288 -0.62284
*
```

Calculated values
**Total energy**: -539.37812 hartree
**E_HOMO**: -3.79 eV
**HOMO-LUMO gap**: 6.7083 eV
**Energy above the lowest of the compared OMol25 structures with the same formula, charge and spin**: 8.8 kcal per mole
**M**: 165.212 g mol⁻¹

=====

# 2
A 2-piece molecular cluster, C10H13O2 overall, computed with wB97M-V/def2-TZVPD.

Geometry as ORCA input:
```
! RIJCOSX wB97M-V def2-TZVPD def2/J DEFGRID3
* xyz -1 1
C -0.98394 -0.99844 -2.53292
C 0.41764 -0.63474 -2.98763
C -1.16226 -2.53022 -2.25276
O -0.18573 -3.09434 -1.70054
O -2.27849 -3.00608 -2.54858
H -1.16736 -0.53133 -1.55932
H -1.83134 -0.69880 -3.15494
H 1.11232 -1.06957 -2.26815
H 0.55713 0.44749 -3.06512
H 0.65235 -1.05017 -3.97425
C -0.68343 2.85371 1.83203
C -0.52263 0.46474 1.00143
C -0.04096 1.49550 1.80180
C 0.12238 -0.76085 0.92593
C 1.13717 1.26368 2.50475
C 1.27008 -0.97829 1.67425
C 1.78322 0.03754 2.46421
H -1.41046 0.61404 0.39340
H -0.22258 -1.50176 0.21262
H -1.35768 2.99793 0.98565
H 0.03962 3.66941 1.79370
H 1.55044 2.05639 3.12332
H 1.74976 -1.94660 1.60438
H 2.72862 -0.07271 2.98453
H -1.27389 2.97349 2.74221
*
```

Calculated values
**Total energy**: -539.39100 hartree
**E_HOMO**: -4.02 eV
**HOMO-LUMO gap**: 7.0683 eV
**Energy above the lowest of the compared OMol25 structures with the same formula, charge and spin**: 0.7 kcal per mole
**M**: 165.212 g mol⁻¹

=====

# 3
A 2-piece molecular cluster, C10H13O2 overall, computed with wB97M-V/def2-TZVPD.

Geometry as ORCA input:
```
! RIJCOSX wB97M-V def2-TZVPD def2/J DEFGRID3
* xyz -1 1
C -3.38559 -0.06870 -2.19295
C -0.08035 0.93881 -0.61089
C -0.96858 0.38844 -1.53152
C -0.57251 1.79132 0.37871
C -2.32884 0.57959 -1.32970
C -1.92292 1.97846 0.63750
C -2.78543 1.32779 -0.23992
H 0.96120 0.66138 -0.52996
H -0.60427 -0.20194 -2.36037
H 0.17257 2.33486 0.95086
H -2.23918 2.75683 1.31647
H -3.31910 0.15711 -3.25914
H -4.40572 0.23537 -1.94430
H -3.86085 1.44029 -0.14283
H -3.35219 -1.14760 -2.01465
C 2.31985 -1.31067 0.99879
C 3.08175 -2.34863 1.81436
C 3.16651 0.01297 0.80394
O 4.32150 -0.15912 0.34044
O 2.59626 1.07570 1.13273
H 1.93209 -1.71202 0.06105
H 1.49893 -0.93642 1.61754
H 3.58522 -1.84432 2.64009
H 3.83697 -2.88841 1.24362
H 2.35266 -3.06109 2.22011
*
```

Calculated values
**Total energy**: -539.37851 hartree
**E_HOMO**: -4.02 eV
**HOMO-LUMO gap**: 7.1040 eV
**Energy above the lowest of the compared OMol25 structures with the same formula, charge and spin**: 8.5 kcal per mole
**M**: 165.212 g mol⁻¹

=====

# 4
A 2-piece molecular cluster, C10H13O2 overall, computed with wB97M-V/def2-TZVPD.

Geometry as ORCA input:
```
! RIJCOSX wB97M-V def2-TZVPD def2/J DEFGRID3
* xyz -1 1
C 0.58258 1.04426 2.08845
C -0.92299 1.07026 1.74297
C 0.86592 -0.26289 2.86090
O 0.40861 -0.30444 4.02017
O 1.47785 -1.18566 2.25846
H 1.19541 1.28031 1.21913
H 0.76847 1.86726 2.78925
H -1.20668 0.31435 1.01478
H -1.30155 2.03163 1.39443
H -1.38928 0.93415 2.72324
C 1.80606 -1.17507 -0.63657
C -0.74160 1.09123 -2.27246
C -1.84827 0.21826 -2.33171
C 0.44886 0.60386 -1.74898
C 0.55177 -0.68031 -1.20046
C -1.73840 -1.04432 -1.83934
C -0.55497 -1.54237 -1.25972
H -0.67599 2.06167 -2.74577
H -2.73769 0.67977 -2.74457
H 1.28200 1.22416 -1.41637
H -2.57948 -1.72704 -1.73723
H 1.97788 -0.87427 0.45059
H 2.73315 -0.79785 -1.08917
H -0.33413 -2.57776 -1.05298
H 1.93247 -2.24920 -0.48703
*
```

Calculated values
**Total energy**: -539.36544 hartree
**E_HOMO**: -4.08 eV
**HOMO-LUMO gap**: 7.4954 eV
**Energy above the lowest of the compared OMol25 structures with the same formula, charge and spin**: 16.7 kcal per mole
**M**: 165.212 g mol⁻¹

=====

# 5
A 2-piece molecular cluster, C10H13O2 overall, computed with wB97M-V/def2-TZVPD.

Geometry as ORCA input:
```
! RIJCOSX wB97M-V def2-TZVPD def2/J DEFGRID3
* xyz -1 1
C 1.02151 0.69402 2.26092
C 1.89754 -0.12597 1.33085
C 1.49629 2.23558 2.12371
O 2.68528 2.44803 2.45465
O 0.61425 3.03104 1.72852
H -0.03649 0.75405 2.06773
H 1.25361 0.51652 3.31477
H 2.12602 0.36249 0.37975
H 1.35033 -1.03366 1.07061
H 2.84585 -0.38645 1.79818
C -1.66900 1.21778 -0.14616
C -1.14248 -2.40059 -1.09397
C -0.56187 -2.26188 -2.35830
C -1.51781 -1.22369 -0.39629
C -1.19726 0.01198 -0.92543
C -0.17176 -1.01617 -2.81104
C -0.45000 0.15172 -2.08881
H -1.52294 -3.32094 -0.67412
H -0.17419 -3.14723 -2.85208
H -1.88925 -1.34970 0.60506
H 0.50781 -0.81731 -3.63388
H -2.74931 1.33524 -0.25719
H -1.10439 2.14297 -0.28589
H -0.10328 1.06850 -2.54057
H -1.50843 1.11365 0.92898
*
```

Calculated values
**Total energy**: -539.36465 hartree
**E_HOMO**: -3.72 eV
**HOMO-LUMO gap**: 6.9507 eV
**Energy above the lowest of the compared OMol25 structures with the same formula, charge and spin**: 17.2 kcal per mole
**M**: 165.212 g mol⁻¹

=====

# 6
A 2-piece molecular cluster, C10H13O2 overall, computed with wB97M-V/def2-TZVPD.

Geometry as ORCA input:
```
! RIJCOSX wB97M-V def2-TZVPD def2/J DEFGRID3
* xyz -1 1
C -1.16458 1.50206 -2.33510
C -2.08225 1.06031 -3.53097
C -1.93560 1.83028 -1.02801
O -1.21056 1.84570 0.00527
O -3.15430 2.07069 -1.11720
H -0.50855 0.65721 -2.17317
H -0.55023 2.34163 -2.64908
H -1.88278 1.64280 -4.43882
H -3.11569 1.23919 -3.25138
H -1.82369 0.04694 -3.84252
C 1.82025 1.03165 0.90294
C 1.85869 -2.50503 2.33115
C 0.51640 -2.83310 2.26342
C 2.29159 -1.25695 1.87605
C 1.38581 -0.30508 1.43019
C -0.40447 -1.91672 1.78118
C 0.03373 -0.64076 1.42088
H 2.63277 -3.16722 2.67746
H 0.29702 -3.84938 2.58031
H 3.36345 -1.08932 1.82385
H -1.47870 -1.98740 1.90738
H 2.74703 1.01994 0.33566
H 2.02775 1.72798 1.72857
H -0.68448 0.05186 0.97956
H 1.02138 1.48275 0.32238
*
```

Calculated values
**Total energy**: -539.38447 hartree
**E_HOMO**: -4.39 eV
**HOMO-LUMO gap**: 7.7551 eV
**Energy above the lowest of the compared OMol25 structures with the same formula, charge and spin**: 4.8 kcal per mole
**M**: 165.212 g mol⁻¹

=====

# 7
A 2-piece molecular cluster, C10H13O3 overall, computed with wB97M-V/def2-TZVPD.

Geometry as ORCA input:
```
! RIJCOSX wB97M-V def2-TZVPD def2/J DEFGRID3
* xyz -1 1
C -0.96384 -2.58312 -0.90667
C 2.62567 -0.44161 0.38965
C 1.75398 -1.10593 1.29812
C 2.02829 -0.35078 -0.94122
C 0.57567 -1.73430 0.88561
C 0.83145 -0.87699 -1.35684
C 0.11767 -1.65499 -0.40575
O 3.70767 0.14575 0.59653
H -2.44032 0.15506 -0.12440
H 2.10026 -1.36540 2.28959
H 2.65025 0.38038 -1.46488
H 0.08156 -2.26148 1.66965
H 0.41458 -0.64621 -2.31881
H -0.48090 -3.39630 -1.48193
H -1.77841 -2.14436 -1.45350
H -1.23660 -3.21847 -0.03920
C -0.51802 1.88777 0.58434
C -0.70652 2.90586 -0.53980
C -1.79436 1.52357 1.29435
O -2.07461 1.51734 2.46448
O -2.70067 0.70687 0.61751
H -0.14323 0.84742 0.11330
H 0.32722 2.10234 1.24947
H -1.30157 3.72935 -0.08906
H -1.24467 2.49843 -1.37833
H 0.16946 3.37983 -0.95221
*
```

Calculated values
**Total energy**: -614.57875 hartree
**E_HOMO**: -2.93 eV
**HOMO-LUMO gap**: 6.1300 eV
**Energy above the lowest of the compared OMol25 structures with the same formula, charge and spin**: 51.8 kcal per mole
**M**: 181.211 g mol⁻¹

=====

# 8
C10H14AuO8PS4 as an isolated structure, computed with wB97M-V/def2-TZVPD.

Geometry as ORCA input:
```
! RIJCOSX wB97M-V def2-TZVPD def2/J DEFGRID3
* xyz -1 2
Au -0.54834 -0.62138 1.34359
O -2.96450 1.73380 4.12446
S -2.21879 1.27917 2.98265
O -2.80137 1.58794 1.68556
O -1.85665 -0.16322 3.06374
C -0.66243 2.21032 2.94310
C -0.76878 3.43312 2.28054
C 0.35465 4.19355 2.01145
C 1.60249 3.75082 2.42284
C 1.71694 2.56304 3.12339
C 0.59479 1.78133 3.39156
S 0.94045 0.20970 4.22145
O -0.05129 0.01126 5.24031
O 2.30333 0.33453 4.70071
O 0.90413 -0.76487 3.08773
H -1.74901 3.74556 1.94827
H 0.25695 5.12415 1.46518
H 2.49024 4.32632 2.18927
H 2.67182 2.20028 3.47605
C 1.86548 -4.20065 -3.65153
C 0.95911 -3.84178 -2.50013
O 1.44938 -2.61732 -1.90511
P 0.48650 -1.48263 -1.41368
S 0.62240 0.38397 -0.41491
S -0.95539 -2.34483 -0.24267
O -0.20186 -1.10573 -2.81241
C -1.32848 -0.21708 -2.92330
C -1.70018 -0.13506 -4.38560
H 1.53266 -5.13687 -4.10105
H 2.88978 -4.32180 -3.30014
H 1.84802 -3.41397 -4.40520
H 0.97304 -4.60369 -1.72207
H -0.07068 -3.70396 -2.82835
H -1.05880 0.75815 -2.52402
H -2.14839 -0.61530 -2.32290
H -0.84472 0.19754 -4.97433
H -2.51629 0.57566 -4.51653
H -2.01623 -1.11009 -4.75791
*
```

Calculated values
**Total energy**: -3061.29883 hartree
**E_HOMO (alpha / beta)**: -5.65 / -5.81 eV
**HOMO-LUMO gap (alpha / beta)**: 7.7159 / 6.3813 eV
**Energy above the lowest of the compared OMol25 structures with the same formula, charge and spin**: 35.3 kcal per mole
**<S²>**: 0.755
**M**: 618.423 g mol⁻¹

=====

# 9
C10H14BBaBrN6 as an isolated structure, computed with wB97M-V/def2-TZVPD.

Geometry as ORCA input:
```
! RIJCOSX wB97M-V def2-TZVPD def2/J DEFGRID3
* xyz 0 1
H -0.18116 2.83637 0.79521
N 0.10035 1.66521 -0.93002
B 0.71984 0.73847 -3.19091
N 0.61649 1.92074 -2.17905
C 0.93009 3.22730 -2.28798
Ba -1.00600 -0.67599 -0.02206
H 1.33814 3.61582 -3.21057
C 0.62326 3.84664 -1.06916
H 0.74084 4.88206 -0.81103
C 0.12565 2.82048 -0.24560
H 1.13946 1.12620 -4.23424
C -1.92094 -2.56726 0.94387
H -2.48003 -3.08173 1.71820
H -0.87792 -2.93503 0.96268
H -2.42415 -2.70700 -0.03174
N -0.69761 0.11489 -3.33634
N 1.66155 -0.34773 -2.58743
N -1.38111 -0.44948 -2.22600
N 1.33571 -0.95320 -1.38428
C -1.47732 0.05043 -4.42390
C 2.81045 -0.86443 -3.06417
H -1.10393 0.43935 -5.35785
H 3.21239 -0.50982 -4.00183
C -2.68792 -0.55154 -4.08672
C 3.25876 -1.83312 -2.16251
C -2.60111 -0.85294 -2.72405
C 2.30924 -1.84822 -1.12220
H -3.51436 -0.74193 -4.74526
H 4.14116 -2.43868 -2.24607
H -3.33404 -1.31905 -2.07083
H 2.29030 -2.45161 -0.21896
H -2.00495 -1.28845 1.40449
Br 0.03966 0.48575 2.69939
*
```

Calculated values
**Total energy**: -3342.35050 hartree
**E_HOMO**: -8.21 eV
**HOMO-LUMO gap**: 7.6793 eV
**M**: 446.308 g mol⁻¹